Record 1
A 11-piece molecular cluster, C41H95BFN2O14 overall at a distorted geometry, computed with ωB97M-V/def2-TZVPD.

As for the orbital gap: 7.53 eV. The value obtained for the LUMO energy is 1.86 eV. The total charge is -1. Its spin multiplicity is 1. The total energy comes out at -2906.3221 Eh.

CARTESIAN COORDINATES (ANGSTROEM)
C: -1.75 -2.01 1.77
O: -2.27 -3.37 2.12
C: -3.73 -3.44 1.89
C: -4.05 -4.47 0.64
C: -2.85 -4.51 -0.51
C: -1.69 -5.63 -0.09
C: -0.21 -4.93 -0.07
C: 0.77 -5.42 1.15
C: 1.59 -4.15 1.86
C: 3.14 -4.01 1.27
C: 3.15 -3.27 -0.23
C: 3.49 -1.70 0.06
C: 2.64 -0.60 -0.81
C: 1.19 -0.97 -1.46
C: 0.78 0.11 -2.67
C: -0.84 0.16 -2.96
N: -1.80 0.67 -1.90
O: -1.36 -0.24 -4.16
O: 3.58 -0.04 -1.84
B: 4.04 1.36 -1.54
F: 4.35 2.10 -2.80
O: 2.93 1.88 -0.66
C: 2.69 0.72 0.21
C: 1.57 0.81 1.41
C: 0.15 1.61 1.34
C: -0.82 1.62 2.62
N: -0.71 0.97 3.95
C: 0.58 0.23 3.95
C: 1.74 0.10 2.86
H: -0.68 -1.95 2.27
H: -1.56 -1.90 0.60
H: -2.43 -1.15 2.20
H: -4.19 -3.94 2.86
H: -4.21 -2.39 1.66
H: -4.17 -5.57 1.07
H: -5.09 -4.15 0.18
H: -2.40 -3.44 -0.71
H: -3.37 -4.86 -1.52
H: -1.67 -6.44 -0.96
H: -1.99 -6.10 0.94
H: 0.40 -5.12 -1.08
H: -0.35 -3.74 -0.01
H: 1.62 -6.17 0.76
H: 0.16 -6.04 1.94
H: 1.56 -4.26 3.03
H: 1.03 -3.13 1.61
H: 3.84 -3.47 2.04
H: 3.53 -5.11 1.13
H: 2.10 -3.49 -0.69
H: 4.03 -3.76 -0.83
H: 4.64 -1.52 -0.21
H: 3.41 -1.49 1.23
H: 0.28 -0.93 -0.70
H: 1.13 -2.03 -1.99
H: 1.15 1.20 -2.45
H: 1.27 -0.35 -3.65
H: -2.23 1.59 -2.15
H: -2.51 -0.05 -1.64
H: 5.06 1.19 -0.97
H: 3.71 0.63 0.81
H: -0.15 2.18 0.36
H: -1.81 2.26 2.49
H: 0.78 -0.36 4.98
H: 2.71 -0.53 3.10
C: 3.38 6.29 -1.45
C: 3.33 6.17 -2.96
O: 4.58 5.71 -3.45
H: 4.17 6.98 -1.15
H: 2.43 6.65 -1.06
H: 3.61 5.33 -0.99
H: 3.12 7.14 -3.42
H: 2.55 5.47 -3.27
H: 4.75 4.84 -3.05
C: 5.99 8.37 1.44
C: 6.71 7.24 2.14
O: 6.02 6.89 3.34
H: 5.93 9.25 2.10
H: 6.51 8.65 0.52
H: 4.96 8.09 1.20
H: 7.73 7.53 2.41
H: 6.76 6.35 1.50
H: 5.12 6.63 3.09
C: -0.22 9.40 -4.51
C: 0.05 8.46 -3.35
O: 1.20 8.90 -2.64
H: 0.64 9.43 -5.19
H: -1.10 9.07 -5.08
H: -0.39 10.42 -4.16
H: 0.24 7.45 -3.71
H: -0.80 8.44 -2.66
H: 1.02 9.80 -2.32
C: -4.97 0.35 -5.97
C: -4.98 -1.16 -6.12
O: -3.67 -1.62 -6.45
H: -4.64 0.83 -6.90
H: -5.97 0.72 -5.72
H: -4.27 0.66 -5.19
H: -5.66 -1.46 -6.92
H: -5.29 -1.64 -5.19
H: -3.08 -1.35 -5.73
C: -0.68 6.53 0.99
C: -0.05 7.32 2.12
O: 1.25 7.75 1.74
H: -0.06 5.66 0.74
H: -1.68 6.19 1.27
H: -0.75 7.14 0.08
H: 0.05 6.70 3.01
H: -0.65 8.20 2.36
H: 1.16 8.31 0.94
C: 3.00 -10.57 0.66
C: 2.35 -9.24 0.99
O: 2.15 -8.50 -0.21
H: 3.96 -10.42 0.16
H: 3.16 -11.16 1.57
H: 2.37 -11.15 -0.02
H: 2.99 -8.65 1.65
H: 1.38 -9.38 1.48
H: 1.58 -9.02 -0.79
C: -0.91 3.12 -5.13
C: -0.17 4.07 -4.22
O: -0.46 5.41 -4.58
H: -0.63 3.28 -6.18
H: -0.69 2.08 -4.87
H: -1.99 3.28 -5.06
H: 0.91 3.92 -4.31
H: -0.45 3.92 -3.17
H: -1.42 5.54 -4.49
C: -4.73 -7.37 3.67
C: -3.36 -7.77 4.17
O: -2.36 -7.22 3.32
H: -4.88 -7.72 2.64
H: -5.51 -7.79 4.31
H: -4.83 -6.28 3.65
H: -3.25 -8.86 4.16
H: -3.19 -7.41 5.19
H: -2.45 -6.25 3.34
C: -2.06 -10.74 1.32
C: -1.79 -11.67 2.49
O: -0.64 -11.24 3.20
H: -1.20 -10.71 0.65
H: -2.94 -11.07 0.76
H: -2.22 -9.72 1.68
H: -1.60 -12.69 2.13
H: -2.64 -11.70 3.17
H: -0.82 -10.34 3.52
C: -4.14 8.58 4.98
C: -2.85 8.19 4.29
O: -2.86 8.63 2.95
H: -5.00 8.15 4.46
H: -4.15 8.24 6.02
H: -4.28 9.67 4.96
H: -2.73 7.10 4.30
H: -1.99 8.63 4.80
H: -2.96 9.60 2.96

---

Record 2
C41H97BBrF5N7O12P2S as an isolated structure at a distorted geometry, computed with ωB97M-V/def2-TZVPD.

As for the orbital gap: 7.14 eV. The value obtained for the LUMO energy is -3.17 eV. The total charge is +1. Its spin multiplicity is 1. The total energy comes out at -7085.1082 Eh.

CARTESIAN COORDINATES (ANGSTROEM)
C: -3.57 -8.83 1.29
C: -2.99 -8.38 -0.16
C: -2.01 -7.10 0.08
C: -0.53 -7.35 -0.52
C: -0.01 -6.12 -1.42
C: 1.46 -5.60 -1.10
C: 1.63 -4.38 -0.08
B: 1.40 -5.06 1.42
O: 1.84 -6.39 1.76
N: 0.61 -4.34 2.50
C: -0.78 -4.95 2.61
C: 1.21 -4.60 3.85
N: 0.44 -3.44 -0.16
C: 0.38 -2.74 -1.48
O: -0.92 -2.17 -1.62
C: -1.87 -2.93 -2.36
C: -2.72 -1.98 -3.35
O: -3.77 -2.75 -3.97
C: -3.27 -3.57 -5.05
C: -3.57 -5.12 -4.69
C: 1.53 -1.64 -1.44
P: 1.95 -1.37 -3.30
O: 2.77 -0.06 -3.35
P: 0.78 0.10 -1.01
C: -0.19 0.76 -2.52
O: -0.32 -0.04 0.32
C: 2.85 -2.00 -0.62
C: 3.37 -0.93 0.43
S: 2.43 -0.51 1.91
O: 1.49 -1.52 2.48
O: 3.41 -0.13 3.00
C: 3.03 -3.57 -0.18
Br: 3.78 -3.72 1.70
C: 4.18 -4.22 -1.04
F: 4.04 -4.05 -2.46
F: 5.35 -3.44 -0.74
C: 4.68 -5.71 -0.86
F: 6.09 -5.75 -0.93
F: 4.32 -6.45 0.23
F: 4.27 -6.45 -2.00
H: -2.81 -8.68 2.13
H: -3.84 -9.94 1.32
H: -4.49 -8.22 1.55
H: -2.41 -9.28 -0.55
H: -3.87 -8.09 -0.80
H: -2.53 -6.20 -0.40
H: -2.01 -6.93 1.20
H: 0.19 -7.67 0.30
H: -0.65 -8.27 -1.20
H: -0.84 -5.34 -1.42
H: 0.03 -6.53 -2.49
H: 1.90 -5.25 -2.11
H: 2.07 -6.53 -0.83
H: 2.70 -6.36 2.23
H: -1.50 -4.56 1.82
H: -1.18 -4.58 3.61
H: -0.73 -6.08 2.69
H: 0.64 -5.39 4.46
H: 2.29 -4.93 3.85
H: 1.18 -3.59 4.41
H: 0.51 -2.67 0.56
H: -0.45 -3.91 0.11
H: 0.57 -3.39 -2.39
H: -2.62 -3.41 -1.63
H: -1.47 -3.78 -3.01
H: -3.19 -1.12 -2.78
H: -2.08 -1.55 -4.19
H: -3.77 -3.37 -6.05
H: -2.14 -3.48 -5.20
H: -4.62 -5.15 -4.26
H: -3.55 -5.78 -5.62
H: -2.80 -5.51 -3.94
H: 2.75 -2.43 -3.83
H: 0.77 -1.31 -4.11
H: -0.71 -0.06 -3.11
H: -1.04 1.39 -2.06
H: 0.42 1.48 -3.15
H: -1.23 -0.18 -0.04
H: 3.65 -1.87 -1.44
H: 3.47 0.05 -0.18
H: 4.46 -1.14 0.72
H: 1.69 0.66 1.65
C: 6.77 4.26 -1.18
C: 5.95 3.67 -0.03
C: 5.42 2.26 -0.32
O: 4.31 2.21 -1.21
C: 4.65 2.32 -2.59
N: 4.86 4.60 0.30
H: 6.15 4.64 -1.99
H: 7.36 5.11 -0.82
H: 7.47 3.53 -1.58
H: 6.61 3.60 0.83
H: 5.04 1.84 0.63
H: 6.21 1.58 -0.66
H: 5.60 1.83 -2.82
H: 4.68 3.37 -2.89
H: 3.86 1.84 -3.17
H: 4.38 4.26 1.13
H: 4.16 4.52 -0.44
C: -4.15 1.90 -0.53
C: -4.80 0.53 -0.60
C: -6.31 0.53 -0.26
O: -6.59 0.66 1.13
C: -6.50 1.98 1.63
N: -4.06 -0.40 0.26
H: -3.94 2.22 0.50
H: -3.19 1.90 -1.05
H: -4.78 2.66 -0.99
H: -4.71 0.18 -1.64
H: -6.72 -0.44 -0.55
H: -6.85 1.29 -0.83
H: -6.83 2.73 0.90
H: -5.48 2.19 1.96
H: -7.15 2.06 2.51
H: -4.43 -1.34 0.13
H: -4.31 -0.18 1.23
C: -2.87 5.80 -4.82
C: -3.53 4.42 -4.90
C: -5.03 4.43 -4.55
O: -5.32 4.56 -3.16
C: -5.22 5.88 -2.67
N: -2.78 3.49 -4.04
H: -2.66 6.11 -3.80
H: -1.92 5.79 -5.35
H: -3.50 6.56 -5.29
H: -3.43 4.07 -5.93
H: -5.45 3.46 -4.85
H: -5.57 5.19 -5.13
H: -5.55 6.62 -3.40
H: -4.20 6.09 -2.34
H: -5.87 5.96 -1.79
H: -3.15 2.55 -4.17
H: -3.03 3.71 -3.07
C: 4.71 5.92 6.05
C: 3.32 6.13 5.46
C: 3.23 5.79 3.95
O: 3.81 6.76 3.09
C: 5.22 6.69 2.99
N: 2.89 7.51 5.72
H: 5.40 6.73 5.80
H: 4.66 5.89 7.14
H: 5.15 4.98 5.71
H: 2.64 5.45 5.98
H: 2.17 5.76 3.68
H: 3.64 4.80 3.74
H: 5.59 5.67 3.04
H: 5.69 7.30 3.77
H: 5.51 7.12 2.03
H: 1.93 7.61 5.43
H: 3.41 8.12 5.09
C: -1.07 1.99 3.98
C: -1.33 2.85 2.74
C: -0.47 4.12 2.67
O: -0.88 5.16 3.55
C: -0.48 4.99 4.90
N: -2.77 3.16 2.67
H: -1.55 2.39 4.87
H: -1.47 0.98 3.83
H: 0.00 1.90 4.17
H: -1.08 2.23 1.86
H: -0.56 4.54 1.66
H: 0.60 3.89 2.82
H: 0.51 4.52 4.97
H: -1.22 4.41 5.45
H: -0.42 5.98 5.36
H: -2.95 3.64 1.78
H: -2.96 3.88 3.37

---

Record 3
A 11-piece molecular cluster, C41H97N3O8 overall at a distorted geometry, computed with ωB97M-V/def2-TZVPD.

As for the orbital gap: 8.92 eV. The value obtained for the LUMO energy is 0.59 eV. Its spin multiplicity is 1. The total energy comes out at -2386.3200 Eh.

CARTESIAN COORDINATES (ANGSTROEM)
C: 4.22 -5.83 -0.72
C: 3.25 -5.58 0.45
N: 3.04 -4.13 0.66
C: 4.30 -3.52 1.13
C: 4.32 -1.97 0.94
C: 1.84 -3.87 1.51
C: 0.53 -4.49 0.97
H: 5.25 -5.73 -0.38
H: 4.11 -5.08 -1.50
H: 4.14 -6.75 -1.30
H: 2.31 -6.03 0.14
H: 3.49 -6.18 1.33
H: 4.48 -3.76 2.18
H: 5.21 -3.96 0.71
H: 3.38 -1.52 1.24
H: 5.12 -1.43 1.44
H: 4.49 -1.64 -0.09
H: 1.70 -2.80 1.67
H: 2.05 -4.27 2.51
H: -0.34 -4.11 1.51
H: 0.49 -5.57 1.09
H: 0.43 -4.25 -0.09
C: -0.85 3.21 -2.33
C: -0.99 3.48 -0.83
N: -1.46 4.83 -0.52
C: -2.86 5.04 -0.97
C: -3.55 6.22 -0.22
C: -0.55 5.88 -0.95
C: 0.83 5.74 -0.32
H: -1.84 3.16 -2.78
H: -0.40 2.23 -2.54
H: -0.19 3.89 -2.88
H: -1.65 2.72 -0.43
H: -0.04 3.32 -0.32
H: -2.87 5.24 -2.04
H: -3.46 4.14 -0.87
H: -3.02 7.16 -0.06
H: -4.51 6.42 -0.69
H: -3.80 5.81 0.76
H: -1.00 6.83 -0.64
H: -0.57 5.94 -2.04
H: 0.87 5.77 0.77
H: 1.38 6.64 -0.62
H: 1.43 4.91 -0.69
C: 0.27 -2.63 5.71
C: 0.31 -2.12 4.29
N: -0.85 -1.40 3.97
C: -0.98 -0.21 4.89
C: 0.09 0.83 4.63
C: -2.10 -2.14 3.95
C: -3.15 -1.48 3.14
H: -0.58 -3.31 5.82
H: 0.30 -1.81 6.43
H: 1.21 -3.12 5.94
H: 1.22 -1.54 4.13
H: 0.39 -2.93 3.56
H: -1.93 0.31 4.74
H: -0.94 -0.48 5.95
H: 0.14 1.18 3.59
H: -0.16 1.77 5.13
H: 1.04 0.50 5.03
H: -2.53 -2.37 4.93
H: -1.93 -3.16 3.60
H: -4.08 -2.04 3.19
H: -2.80 -1.32 2.12
H: -3.47 -0.49 3.47
C: 0.31 -0.30 0.58
O: 0.83 -0.04 -0.73
H: -0.46 -1.07 0.50
H: 1.06 -0.65 1.29
H: -0.08 0.61 1.04
H: 1.39 -0.76 -1.04
C: -2.42 3.61 2.67
O: -1.67 4.74 2.26
H: -3.24 3.90 3.33
H: -2.82 3.11 1.79
H: -1.77 2.93 3.22
H: -1.59 4.84 1.31
C: 2.47 -3.03 -2.69
O: 2.20 -2.45 -1.46
H: 2.15 -4.07 -2.67
H: 2.01 -2.47 -3.51
H: 3.55 -3.09 -2.80
H: 2.42 -3.03 -0.72
C: -0.37 -1.38 -5.11
C: -1.56 -1.09 -5.94
C: -1.42 0.42 -6.21
O: -0.83 0.96 -5.03
C: -0.30 -0.13 -4.21
H: 0.54 -1.56 -5.68
H: -0.54 -2.25 -4.47
H: -2.49 -1.23 -5.39
H: -1.67 -1.62 -6.89
H: -2.42 0.78 -6.44
H: -0.82 0.66 -7.09
H: -0.92 -0.30 -3.33
H: 0.71 0.15 -3.89
C: -3.91 -4.58 -2.13
C: -2.54 -4.15 -1.64
C: -2.90 -3.55 -0.29
O: -3.95 -4.40 0.21
C: -4.59 -5.11 -0.91
H: -3.95 -5.24 -3.00
H: -4.55 -3.72 -2.36
H: -2.12 -3.46 -2.37
H: -1.79 -4.94 -1.55
H: -3.29 -2.54 -0.41
H: -2.08 -3.52 0.43
H: -5.68 -5.01 -0.90
H: -4.43 -6.19 -0.87
C: -4.10 -0.33 -2.52
C: -3.31 0.39 -1.46
C: -4.31 0.88 -0.41
O: -5.50 0.42 -0.86
C: -5.49 0.21 -2.29
H: -4.06 -1.38 -2.24
H: -3.85 -0.14 -3.57
H: -2.85 1.25 -1.93
H: -2.46 -0.17 -1.07
H: -4.17 1.95 -0.26
H: -4.09 0.28 0.48
H: -5.71 1.16 -2.79
H: -6.25 -0.48 -2.63
C: 2.25 3.14 1.91
C: 3.53 2.52 2.48
C: 3.46 2.85 3.98
O: 2.16 3.38 4.21
C: 1.63 3.97 3.04
H: 1.54 2.36 1.63
H: 2.41 3.83 1.09
H: 4.46 2.96 2.13
H: 3.57 1.46 2.24
H: 4.31 3.48 4.23
H: 3.73 1.96 4.55
H: 1.93 5.02 3.00
H: 0.55 3.97 3.10
C: 3.27 2.11 -2.16
C: 4.35 3.11 -1.90
C: 5.39 2.29 -1.20
O: 5.18 0.95 -1.64
C: 4.07 0.86 -2.53
H: 2.68 2.42 -3.02
H: 2.67 1.90 -1.27
H: 4.04 4.00 -1.35
H: 4.84 3.52 -2.79
H: 5.26 2.37 -0.12
H: 6.38 2.69 -1.42
H: 3.50 -0.05 -2.35
H: 4.33 0.93 -3.58